C6H7N4O3S | ωB97M-V with the def2-TZVPD basis set

Charge   +1
Maximum force   4.579 eV Å⁻¹
HOMO-LUMO gap (alpha / beta)   7.06 / 6.34 eV
HOMO energy (alpha / beta)   -13.44 / -12.83 eV
Calculated total energy   -29258.3959 eV
E_LUMO (alpha / beta)   -6.4 / -6.5 eV

Geometry as XYZ:
```
21
C6H7N4O3S, DFT ωB97M-V with the def2-TZVPD basis set
C 0.30 -0.21 0.67
C 0.01 0.52 -0.45
C 0.90 1.40 -1.29
C 1.53 -0.85 0.88
C -2.54 -0.26 -0.45
C 2.33 1.60 -0.96
N -1.60 -2.46 -0.45
N -2.19 -1.50 -0.45
N -3.85 0.07 -0.10
N 1.65 -1.64 2.05
O 0.24 2.02 -2.12
O 0.69 -1.73 2.82
O 2.74 -2.21 2.22
S -1.51 1.09 -1.04
H -0.49 -0.27 1.29
H 2.45 -0.98 0.20
H 2.67 2.59 -1.48
H 2.83 0.57 -1.19
H 2.66 1.64 0.06
H -4.67 -0.46 -0.06
H -4.15 1.07 -0.15
```


C30H22Cl2N3PRhS | ωB97M-V with the def2-TZVPD basis set

Charge   +1
Maximum force   0.425 eV Å⁻¹
HOMO-LUMO gap (alpha / beta)   6.31 / 6.31 eV
HOMO energy (alpha / beta)   -10.71 / -10.71 eV
Calculated total energy   -84110.1211 eV
E_LUMO (alpha / beta)   -4.4 / -4.4 eV

Geometry as XYZ:
```
60
C30H22Cl2N3PRhS, DFT ωB97M-V with the def2-TZVPD basis set
Rh 0.43 -0.79 -0.09
N -0.94 1.31 1.53
P -1.08 0.83 -0.09
C -0.94 2.35 -1.03
C 0.24 3.09 -0.92
C 0.37 4.30 -1.58
C -0.68 4.77 -2.37
C -1.86 4.05 -2.47
C -1.99 2.84 -1.81
C -2.73 0.17 -0.32
C -3.10 -0.27 -1.59
C -4.32 -0.89 -1.78
C -5.18 -1.07 -0.69
C -4.81 -0.64 0.57
C -3.58 -0.02 0.77
C 0.11 0.85 2.28
C 0.36 1.30 3.58
C 1.43 0.78 4.27
C 2.25 -0.17 3.66
C 1.96 -0.56 2.38
N 0.91 -0.06 1.70
H -1.45 2.11 1.89
H 1.06 2.71 -0.33
H 1.29 4.86 -1.50
H -0.57 5.72 -2.89
H -2.67 4.42 -3.07
H -2.92 2.29 -1.89
H -2.43 -0.14 -2.44
H -4.61 -1.23 -2.76
H -6.13 -1.55 -0.84
H -5.47 -0.79 1.41
H -3.28 0.28 1.76
H -0.30 2.03 4.03
H 1.63 1.12 5.28
H 3.11 -0.60 4.17
H 2.56 -1.29 1.86
Cl 1.96 -2.69 -0.27
C 1.16 -3.97 0.66
C 1.92 -5.10 0.90
C 1.34 -6.13 1.61
C 0.03 -6.01 2.06
C -0.69 -4.86 1.80
Cl -2.32 -4.77 2.38
C -0.15 -3.78 1.08
S -1.13 -2.36 0.75
H 2.93 -5.17 0.53
H 1.90 -7.03 1.82
H -0.44 -6.80 2.62
N 5.22 3.20 -4.13
C 4.50 2.58 -3.49
C 3.59 1.80 -2.69
C 2.45 1.26 -3.26
C 1.57 0.54 -2.46
C 1.80 0.35 -1.10
C 2.97 0.88 -0.56
C 3.86 1.60 -1.33
H 2.25 1.41 -4.31
H 0.67 0.14 -2.93
H 3.20 0.76 0.50
H 4.76 2.02 -0.90
```


C6H7NOSe2Te2V | ωB97M-V with the def2-TZVPD basis set

Charge   0
Maximum force   0.681 eV Å⁻¹
HOMO-LUMO gap (alpha / beta)   6.12 / 6.06 eV
Multiplicity   4
HOMO energy (alpha / beta)   -6.47 / -6.55 eV
Calculated total energy   -180841.2467 eV
Expectation value of S²   3.7672
E_LUMO (alpha / beta)   -0.4 / -0.5 eV

Geometry as XYZ:
```
20
C6H7NOSe2Te2V, DFT ωB97M-V with the def2-TZVPD basis set
V 1.08 -1.77 -0.66
O 1.00 -0.33 -2.32
C -0.02 0.67 -2.06
C -0.01 0.97 -0.60
C -0.49 2.17 -0.09
C -0.55 2.32 1.28
C -0.13 1.29 2.11
C 0.37 0.14 1.53
N 0.42 0.00 0.20
H 0.82 -0.73 -3.17
H -0.99 0.23 -2.33
H 0.17 1.57 -2.64
H -0.82 2.95 -0.76
H -0.93 3.24 1.71
H -0.17 1.37 3.19
H 0.73 -0.71 2.10
Se 2.19 -3.37 0.82
Te 0.22 -4.25 2.15
Te -1.87 -2.92 0.96
Se -1.01 -2.84 -1.40
```


C2H2N2O2S | ωB97M-V with the def2-TZVPD basis set

Charge   0
Maximum force   2.424 eV Å⁻¹
HOMO-LUMO gap (alpha / beta)   6.80 / 8.48 eV
HOMO energy (alpha / beta)   -8.69 / -9.92 eV
Calculated total energy   -20011.6566 eV
E_LUMO (alpha / beta)   -1.9 / -1.4 eV

Geometry as XYZ:
```
9
C2H2N2O2S, DFT ωB97M-V with the def2-TZVPD basis set
C -0.53 1.02 -1.36
C 0.10 0.20 -0.29
N -0.12 -0.61 2.31
N 0.88 -0.78 -0.49
O -0.53 0.76 -2.53
O 1.32 -1.68 0.19
S -0.41 0.64 1.41
H -0.98 1.88 -0.98
H 0.27 -1.42 1.75
```


C24H45N3O9P2 | ωB97M-V with the def2-TZVPD basis set

Charge   0
Maximum force   2.844 eV Å⁻¹
HOMO-LUMO gap   7.84 eV
HOMO energy   -8.11 eV
Calculated total energy   -67089.5290 eV
E_LUMO   -0.3 eV

Geometry as XYZ:
```
83
C24H45N3O9P2, DFT ωB97M-V with the def2-TZVPD basis set
C 3.91 -1.47 2.70
C 4.08 -0.98 1.27
C 5.33 -0.16 0.99
N 3.24 -1.14 0.30
P 2.71 -2.70 -0.14
C 1.87 -3.93 0.95
C 1.10 -3.31 2.14
C -0.45 -3.43 2.07
C -1.13 -2.23 1.45
C -2.12 -2.38 0.51
C -2.69 -1.28 -0.07
C -2.30 0.00 0.24
C -1.33 0.17 1.20
C -0.76 -0.94 1.76
O 1.10 -1.97 -0.50
N 0.62 -2.36 -1.75
O -0.17 -3.22 -1.67
P 4.75 -3.57 0.06
N 4.51 -5.20 -0.47
O 5.65 -2.88 -1.19
H 3.00 -1.09 3.17
H 3.90 -2.56 2.69
H 4.77 -1.17 3.28
H 4.98 0.72 0.43
H 5.77 0.22 1.91
H 6.03 -0.70 0.36
H 2.76 -3.03 -1.54
H 2.63 -4.62 1.33
H 1.18 -4.55 0.37
H 1.40 -3.88 3.03
H 1.33 -2.27 2.33
H -0.70 -4.35 1.52
H -0.85 -3.56 3.08
H -2.45 -3.37 0.21
H -3.45 -1.44 -0.83
H -2.72 0.88 -0.23
H -0.95 1.14 1.49
H 0.03 -0.80 2.50
H 5.32 -5.42 -1.05
H 3.73 -5.19 -1.14
H 5.29 -1.99 -1.32
C -6.11 0.21 -5.89
C -5.68 0.78 -4.55
O -5.53 -0.24 -3.57
C -4.42 -0.99 -3.43
C -3.35 -0.94 -4.49
O -4.32 -1.72 -2.48
H -5.37 -0.47 -6.29
H -6.27 1.01 -6.61
H -7.04 -0.35 -5.77
H -4.77 1.38 -4.63
H -6.45 1.44 -4.17
H -3.50 -1.78 -5.17
H -2.38 -1.05 -4.01
H -3.33 -0.02 -5.06
C 2.15 0.87 -1.60
C 0.89 1.22 -2.36
O -0.05 1.93 -1.55
C -0.02 3.25 -1.32
C 1.20 4.04 -1.73
O -0.93 3.77 -0.74
H 2.68 1.77 -1.26
H 2.82 0.29 -2.22
H 1.89 0.30 -0.71
H 1.10 1.78 -3.28
H 0.38 0.31 -2.67
H 1.86 4.15 -0.86
H 0.88 5.03 -2.05
H 1.76 3.61 -2.55
C -1.57 5.00 2.70
C -0.38 4.29 3.31
O -0.04 4.82 4.59
C -0.63 4.45 5.74
C -1.89 3.61 5.68
O -0.19 4.83 6.79
H -2.47 4.88 3.31
H -1.78 4.61 1.71
H -1.38 6.07 2.63
H -0.53 3.21 3.37
H 0.49 4.45 2.68
H -2.75 4.27 5.76
H -1.88 2.92 6.52
H -1.98 3.00 4.78
```


C24H30N4S3Sr | ωB97M-V with the def2-TZVPD basis set

Charge   +2
Maximum force   0.443 eV Å⁻¹
HOMO-LUMO gap   9.56 eV
HOMO energy   -14.58 eV
Calculated total energy   -64668.0001 eV
E_LUMO   -5.0 eV

Geometry as XYZ:
```
62
C24H30N4S3Sr, DFT ωB97M-V with the def2-TZVPD basis set
Sr 0.35 -0.09 -0.17
C -2.80 -0.88 -1.15
N -1.96 -1.28 -0.01
C -2.56 -0.90 1.27
C -2.39 0.55 1.66
C -3.48 1.30 2.08
C -3.29 2.59 2.53
C -2.00 3.11 2.55
C -0.97 2.31 2.10
N -1.15 1.06 1.66
C -1.76 -2.74 -0.04
C -0.69 -3.21 0.91
C -0.86 -4.39 1.62
C 0.16 -4.84 2.44
C 1.32 -4.08 2.54
C 1.41 -2.91 1.81
N 0.43 -2.47 1.01
C -2.77 0.60 -1.46
C -3.93 1.27 -1.80
C -3.87 2.61 -2.16
C -2.63 3.24 -2.15
C -1.52 2.50 -1.79
N -1.58 1.20 -1.46
H -3.84 -1.20 -1.00
H -2.44 -1.40 -2.04
H -2.09 -1.49 2.06
H -3.63 -1.15 1.29
H -4.47 0.86 2.07
H -4.13 3.19 2.87
H -1.80 4.11 2.90
H 0.05 2.68 2.09
H -1.46 -3.02 -1.06
H -2.70 -3.27 0.17
H -1.78 -4.95 1.53
H 0.06 -5.76 3.00
H 2.14 -4.39 3.16
H 2.30 -2.30 1.86
H -4.88 0.75 -1.79
H -4.76 3.15 -2.44
H -2.53 4.28 -2.42
H -0.54 2.96 -1.75
C 3.97 -1.23 -2.07
C 2.80 -1.56 -2.99
S 1.37 -0.45 -3.04
C 1.99 1.17 -3.60
C 2.90 1.96 -2.68
S 2.21 2.28 -1.02
C 3.64 2.04 0.08
C 4.47 0.77 -0.12
S 3.54 -0.78 -0.35
H 4.58 -0.43 -2.48
H 4.61 -2.12 -2.01
H 2.35 -2.51 -2.71
H 3.17 -1.68 -4.01
H 1.07 1.72 -3.80
H 2.48 1.02 -4.56
H 3.10 2.93 -3.15
H 3.86 1.46 -2.55
H 3.19 2.06 1.07
H 4.29 2.91 -0.01
H 5.09 0.64 0.77
H 5.15 0.87 -0.96
```


C26H51Cl3N2O3PSiTl | ωB97M-V with the def2-TZVPD basis set

Charge   0
Maximum force   2.882 eV Å⁻¹
HOMO-LUMO gap   5.52 eV
HOMO energy   -7.04 eV
Calculated total energy   -96341.4880 eV
E_LUMO   -1.5 eV

Geometry as XYZ:
```
88
C26H51Cl3N2O3PSiTl, DFT ωB97M-V with the def2-TZVPD basis set
C -1.51 -2.04 -4.18
C -1.08 -2.87 -3.02
H -1.78 -2.67 -5.03
H -0.70 -1.35 -4.49
H -2.37 -1.41 -3.90
C -0.61 -4.13 -3.16
C -0.42 -4.82 -4.46
H -0.39 -4.73 -2.28
H -0.24 -4.10 -5.28
H -1.27 -5.45 -4.74
H 0.46 -5.47 -4.40
Tl 0.08 1.01 -1.51
Cl -2.33 1.26 -0.76
Cl 2.26 2.13 -1.48
H 1.09 5.14 3.22
H -1.33 5.92 2.68
C 1.18 4.81 2.17
C -1.12 5.59 1.66
N -0.14 4.52 1.64
H 1.81 3.92 2.10
C -0.45 3.29 1.18
O 0.30 2.30 1.25
H -2.05 5.23 1.20
H -1.45 3.21 0.71
H 1.63 5.62 1.59
H -0.77 6.46 1.09
H 1.97 -1.75 -3.38
H 2.29 -4.39 -2.43
C 2.89 -1.60 -2.80
C 3.17 -3.90 -1.99
N 2.90 -2.51 -1.67
H 2.94 -0.56 -2.46
C 2.87 -2.07 -0.39
O 2.82 -0.88 -0.04
H 3.45 -4.44 -1.08
H 2.87 -2.90 0.35
H 3.74 -1.83 -3.45
H 3.99 -3.97 -2.72
O 0.02 -1.26 -1.71
C -1.06 -2.13 -1.69
C 0.22 -3.71 -0.18
C -0.99 -3.11 -0.50
H 1.10 -3.41 -0.74
C 0.30 -4.70 0.79
H -1.98 -1.54 -1.59
C -2.15 -3.52 0.15
H 1.28 -5.14 1.03
C -0.87 -5.15 1.42
C -2.10 -4.56 1.08
H -3.09 -3.03 -0.14
H -0.82 -5.97 2.14
H -3.02 -4.92 1.54
Si -0.66 3.61 -4.13
Cl -0.53 1.41 -4.05
C 1.12 4.13 -4.14
C -1.59 4.28 -2.66
C -1.55 4.07 -5.71
H 1.69 3.71 -3.30
H 1.14 5.23 -4.06
H 1.61 3.85 -5.08
H -0.97 3.81 -6.60
H -1.71 5.16 -5.71
H -2.53 3.58 -5.77
H -1.64 3.59 -1.81
H -2.63 4.49 -2.97
H -1.14 5.22 -2.34
C -2.28 0.49 3.49
C -0.77 0.63 3.66
P 0.12 -0.39 2.40
C 1.86 0.20 2.66
C 2.52 -0.09 4.00
C 0.13 -2.07 3.19
C -0.01 -2.19 4.71
H -2.59 0.77 2.48
H -2.79 1.15 4.20
H -2.62 -0.54 3.69
H -0.47 1.67 3.48
H -0.44 0.33 4.67
H 2.44 -0.22 1.82
H 1.81 1.29 2.49
H 2.72 -1.16 4.12
H 3.48 0.44 4.04
H 1.92 0.26 4.85
H -0.71 -2.59 2.70
H 1.05 -2.56 2.84
H -0.93 -1.72 5.08
H -0.06 -3.26 4.96
H 0.85 -1.77 5.24
```


C22H25CuF4N6O2S | ωB97M-V with the def2-TZVPD basis set

Charge   -1
Maximum force   3.474 eV Å⁻¹
HOMO-LUMO gap (alpha / beta)   6.90 / 6.58 eV
Multiplicity   2
HOMO energy (alpha / beta)   -4.09 / -4.05 eV
Calculated total energy   -102595.9586 eV
Expectation value of S²   0.7603
E_LUMO (alpha / beta)   2.8 / 2.5 eV

Geometry as XYZ:
```
61
C22H25CuF4N6O2S, DFT ωB97M-V with the def2-TZVPD basis set
Cu -0.27 1.13 0.51
C -3.91 0.74 -1.28
C -3.09 1.73 -0.47
N -2.77 1.40 0.90
C -3.58 0.47 1.66
C -5.10 0.79 1.66
C -2.41 2.56 1.75
C -1.41 2.17 2.88
N -0.52 1.12 2.45
C -0.16 0.14 3.30
C -0.35 -1.19 2.82
F -1.07 -1.29 1.65
C 0.01 -2.32 3.55
F -0.25 -3.56 3.11
C 0.54 -2.26 4.83
C 0.75 -1.00 5.36
F 1.26 -0.89 6.62
C 0.47 0.16 4.62
F 0.94 1.32 5.11
H -3.38 0.42 -2.20
H -4.10 -0.17 -0.70
H -4.89 1.15 -1.56
H -1.91 1.43 -0.88
H -3.43 2.75 -0.57
H -3.42 -0.55 1.28
H -3.24 0.45 2.70
H -5.54 0.61 0.65
H -5.58 0.09 2.39
H -5.36 1.83 1.94
H -1.93 3.34 1.11
H -3.28 3.02 2.21
H -0.80 3.09 3.09
H -1.98 1.91 3.79
H 0.79 -3.18 5.33
N 4.88 -3.43 -5.12
C 3.76 -2.88 -4.48
C 3.21 -1.64 -4.91
C 2.15 -1.06 -4.25
C 1.57 -1.76 -3.19
C 2.14 -2.91 -2.66
C 3.19 -3.49 -3.33
S 0.27 -1.02 -2.32
O -0.37 -0.10 -3.24
O -0.67 -1.93 -1.69
N 1.26 -0.56 -1.04
C 1.99 0.51 -0.94
N 1.59 1.56 -0.07
C 2.37 2.65 0.09
C 3.57 2.74 -0.62
C 3.98 1.65 -1.43
N 3.21 0.61 -1.69
H 4.94 -3.22 -6.11
H 5.01 -4.43 -4.94
H 3.58 -1.18 -5.82
H 1.75 -0.09 -4.53
H 1.72 -3.32 -1.74
H 3.62 -4.43 -2.97
H 1.95 3.41 0.77
H 4.21 3.63 -0.50
H 4.97 1.73 -1.88
H -0.89 1.57 -1.00
```


C4H10N2 | ωB97M-V with the def2-TZVPD basis set

Charge   0
Maximum force   1.781 eV Å⁻¹
HOMO-LUMO gap   9.17 eV
HOMO energy   -8.20 eV
Calculated total energy   -7289.5774 eV
E_LUMO   1.0 eV

Geometry as XYZ:
```
16
C4H10N2, DFT ωB97M-V with the def2-TZVPD basis set
C 1.34 -1.19 -0.99
C 0.20 -0.86 -0.40
N -0.48 -1.68 0.51
C -0.48 0.44 -0.72
C -0.78 1.37 0.46
N 0.41 1.57 1.33
H 1.95 -1.98 -0.60
H 1.62 -0.71 -1.89
H -1.43 -1.38 0.59
H -0.25 -2.65 0.41
H -1.39 0.27 -1.30
H 0.20 0.98 -1.38
H -1.51 0.94 1.14
H -1.09 2.35 0.12
H 1.22 1.74 0.76
H 0.48 0.78 1.94
```


C6H8BCl2CrF6NO18S2 | ωB97M-V with the def2-TZVPD basis set

Charge   -1
Maximum force   8.165 eV Å⁻¹
HOMO-LUMO gap (alpha / beta)   6.66 / 7.64 eV
Multiplicity   4
HOMO energy (alpha / beta)   -7.29 / -7.35 eV
Calculated total energy   -136803.1784 eV
Expectation value of S²   3.7869
E_LUMO (alpha / beta)   -0.6 / 0.3 eV

Geometry as XYZ:
```
45
C6H8BCl2CrF6NO18S2, DFT ωB97M-V with the def2-TZVPD basis set
Cr 0.17 1.29 -0.14
Cl -3.19 1.63 -1.34
O -1.77 1.93 -1.34
O -3.76 2.59 -2.28
O -3.23 0.34 -1.92
O -3.62 1.63 0.02
Cl 2.96 3.14 -1.21
O 3.43 1.90 -1.71
O 3.32 3.53 0.05
O 2.93 4.20 -2.17
O 1.58 2.79 -1.14
N 0.06 2.18 1.52
S -0.43 3.90 1.97
O 0.60 4.74 2.65
O -1.86 4.01 2.29
F -0.43 4.50 0.44
S 0.14 2.02 3.10
O -1.16 1.84 3.73
O 1.24 2.64 3.88
F 0.67 0.56 2.92
B 2.49 -0.90 0.57
F 1.79 0.32 0.49
F 3.46 -1.07 -0.37
F 3.29 -1.03 1.68
F 1.58 -1.88 0.54
C 1.44 -2.53 -3.85
C 0.26 -2.90 -3.14
O -0.27 -1.69 -2.52
C 0.76 -0.88 -2.52
O 0.80 0.16 -1.85
O 1.84 -1.43 -3.17
H 1.06 -2.33 -4.85
H 2.22 -3.27 -3.92
H 0.49 -3.67 -2.40
H -0.45 -3.32 -3.86
C -2.06 -2.62 2.94
C -1.97 -3.41 1.64
O -1.82 -2.42 0.62
C -1.36 -1.28 1.24
O -1.05 -0.23 0.63
O -1.63 -1.32 2.58
H -1.40 -3.08 3.68
H -3.07 -2.52 3.32
H -2.89 -3.99 1.56
H -1.12 -4.09 1.64
```


C9H14O2 | ωB97M-V with the def2-TZVPD basis set

Charge   0
Maximum force   3.676 eV Å⁻¹
HOMO-LUMO gap   8.95 eV
HOMO energy   -8.26 eV
Calculated total energy   -13652.9201 eV
E_LUMO   0.7 eV

Geometry as XYZ:
```
25
C9H14O2, DFT ωB97M-V with the def2-TZVPD basis set
C -0.62 1.04 3.01
C -0.82 0.74 1.53
C -0.97 1.80 0.62
C -1.52 1.57 -0.64
C -1.76 0.23 -1.05
O -1.81 0.09 -2.35
C -1.62 -0.79 -0.13
C -1.17 -0.58 1.16
H -0.59 0.20 3.68
H -1.61 1.47 3.29
H 0.18 1.76 3.23
H -0.63 2.87 0.88
H -1.81 2.39 -1.38
H -1.99 -0.80 -2.69
H -1.79 -1.84 -0.53
H -0.96 -1.40 1.92
C 2.18 -0.29 -1.89
C 2.24 -1.55 -1.02
O 2.46 -1.50 0.39
H 1.51 0.58 -1.64
H 2.04 -0.64 -2.92
H 3.01 0.29 -1.88
H 1.16 -2.12 -1.11
H 3.24 -2.18 -1.35
H 1.65 -1.33 0.89
```


C3H5OS | ωB97M-V with the def2-TZVPD basis set

Charge   -1
Maximum force   3.643 eV Å⁻¹
HOMO-LUMO gap   7.07 eV
HOMO energy   -3.03 eV
Calculated total energy   -16075.7281 eV
E_LUMO   4.0 eV

Geometry as XYZ:
```
10
C3H5OS, DFT ωB97M-V with the def2-TZVPD basis set
C 1.02 -0.60 -0.38
C -0.26 -0.46 0.40
C -0.95 1.23 0.12
O -0.15 2.13 0.19
S -2.58 1.21 -0.18
H 0.81 -0.86 -1.42
H 1.56 0.35 -0.37
H 1.68 -1.37 0.04
H -0.08 -0.47 1.48
H -1.04 -1.16 0.13
```